[1]
Computed, not measured: a cluster of 12 separate species, C72H60N12O24 in total at a distorted geometry, with ωB97M-V/def2-TZVPD.

Each line ends with the Löwdin charge.
Atoms and positions in Å:
O: -6.07 -1.00 1.43  0.071
N: -6.09 0.21 1.28  -0.332
O: -6.17 1.01 2.19  0.072
C: -6.03 0.77 -0.08  -0.155
C: -6.11 -0.07 -1.17  -0.022
C: -6.17 0.50 -2.43  -0.057
C: -6.05 1.88 -2.58  -0.057
C: -5.91 2.69 -1.46  -0.055
C: -5.93 2.14 -0.20  0.005
H: -6.32 -1.13 -1.08  0.117
H: -6.26 -0.12 -3.31  0.113
H: -6.05 2.31 -3.57  0.102
H: -5.92 3.76 -1.60  0.103
H: -5.84 2.77 0.68  0.099
O: 0.94 -3.76 2.07  0.064
N: 1.83 -4.44 1.60  -0.325
O: 2.98 -4.07 1.44  0.070
C: 1.51 -5.82 1.20  -0.145
C: 2.47 -6.52 0.48  -0.002
C: 2.11 -7.77 -0.01  -0.064
C: 0.84 -8.28 0.19  -0.057
C: -0.12 -7.52 0.85  -0.053
C: 0.23 -6.29 1.39  0.002
H: 3.39 -6.04 0.20  0.119
H: 2.85 -8.35 -0.55  0.109
H: 0.54 -9.23 -0.24  0.109
H: -1.13 -7.90 0.94  0.093
H: -0.52 -5.69 1.89  0.116
O: -4.74 4.69 1.58  0.071
N: -3.62 4.25 1.38  -0.329
O: -2.95 4.55 0.41  0.057
C: -3.04 3.38 2.38  -0.148
C: -1.69 3.12 2.32  -0.005
C: -1.04 2.48 3.37  -0.042
C: -1.78 2.06 4.46  -0.054
C: -3.17 2.23 4.46  -0.051
C: -3.81 2.90 3.44  -0.004
H: -1.06 3.55 1.55  0.096
H: 0.01 2.28 3.23  0.077
H: -1.35 1.61 5.34  0.091
H: -3.75 1.94 5.33  0.112
H: -4.86 3.10 3.51  0.116
O: 1.20 -5.91 -3.85  0.081
N: 1.13 -5.02 -3.02  -0.343
O: 0.11 -4.71 -2.43  0.072
C: 2.35 -4.28 -2.71  -0.152
C: 2.26 -3.10 -2.02  0.003
C: 3.40 -2.37 -1.73  -0.056
C: 4.60 -2.77 -2.31  -0.059
C: 4.69 -3.98 -3.00  -0.050
C: 3.56 -4.76 -3.18  -0.003
H: 1.29 -2.76 -1.66  0.097
H: 3.45 -1.49 -1.11  0.083
H: 5.51 -2.24 -2.05  0.107
H: 5.64 -4.32 -3.37  0.110
H: 3.63 -5.70 -3.70  0.119
O: 0.81 1.60 1.03  0.059
N: 0.82 0.47 0.60  -0.298
O: 1.83 -0.21 0.52  0.038
C: -0.42 -0.09 0.09  -0.146
C: -0.48 -1.47 -0.08  -0.004
C: -1.57 -2.03 -0.73  -0.041
C: -2.61 -1.20 -1.15  -0.044
C: -2.59 0.15 -0.85  -0.052
C: -1.47 0.73 -0.27  0.001
H: 0.38 -2.09 0.13  0.096
H: -1.58 -3.07 -1.03  0.100
H: -3.39 -1.63 -1.77  0.112
H: -3.41 0.76 -1.20  0.094
H: -1.38 1.81 -0.31  0.105
O: 0.80 -1.10 -5.43  0.080
N: 0.85 -0.75 -4.27  -0.337
O: -0.06 -0.84 -3.48  0.075
C: 2.10 -0.14 -3.80  -0.156
C: 2.11 0.63 -2.66  -0.009
C: 3.29 1.19 -2.20  -0.058
C: 4.46 0.93 -2.90  -0.063
C: 4.43 0.21 -4.09  -0.069
C: 3.26 -0.37 -4.52  -0.007
H: 1.20 0.75 -2.08  0.098
H: 3.30 1.73 -1.26  0.090
H: 5.41 1.26 -2.51  0.105
H: 5.36 0.01 -4.60  0.110
H: 3.21 -0.96 -5.43  0.122
O: 5.16 3.45 0.23  0.062
N: 4.85 4.40 0.93  -0.338
O: 5.01 5.57 0.62  0.091
C: 4.24 4.14 2.23  -0.155
C: 3.38 3.08 2.38  -0.008
C: 2.78 2.85 3.60  -0.052
C: 3.17 3.62 4.70  -0.054
C: 4.05 4.69 4.54  -0.060
C: 4.63 4.92 3.30  0.002
H: 3.10 2.50 1.51  0.096
H: 2.05 2.07 3.67  0.081
H: 2.82 3.38 5.69  0.108
H: 4.33 5.28 5.40  0.109
H: 5.37 5.70 3.14  0.122
O: -3.49 -7.32 -0.01  0.072
N: -3.81 -6.15 0.14  -0.339
O: -3.02 -5.23 0.12  0.076
C: -5.22 -5.85 0.32  -0.152
C: -6.11 -6.89 0.44  -0.006
C: -7.46 -6.62 0.60  -0.062
C: -7.88 -5.30 0.71  -0.067
C: -7.00 -4.25 0.51  -0.061
C: -5.65 -4.53 0.34  0.007
H: -5.80 -7.93 0.48  0.121
H: -8.18 -7.42 0.66  0.108
H: -8.94 -5.12 0.87  0.108
H: -7.28 -3.22 0.68  0.094
H: -4.89 -3.78 0.19  0.113
O: -0.98 2.26 -2.77  0.057
N: -1.76 2.31 -3.71  -0.315
O: -1.80 1.46 -4.58  0.091
C: -2.75 3.38 -3.78  -0.146
C: -3.52 3.49 -4.92  -0.011
C: -4.52 4.46 -4.98  -0.066
C: -4.72 5.28 -3.88  -0.072
C: -3.89 5.19 -2.77  -0.078
C: -2.92 4.21 -2.68  -0.007
H: -3.37 2.87 -5.79  0.122
H: -5.08 4.52 -5.90  0.109
H: -5.48 6.06 -3.86  0.110
H: -4.09 5.88 -1.96  0.113
H: -2.25 4.15 -1.83  0.094
O: 9.09 -3.04 0.68  0.078
N: 7.89 -3.23 0.60  -0.353
O: 7.35 -4.32 0.57  0.074
C: 7.03 -2.05 0.55  -0.161
C: 7.58 -0.84 0.17  -0.004
C: 6.80 0.31 0.23  -0.054
C: 5.48 0.23 0.68  -0.053
C: 4.94 -1.02 0.96  -0.074
C: 5.70 -2.17 0.91  -0.007
H: 8.60 -0.80 -0.18  0.118
H: 7.13 1.26 -0.16  0.106
H: 4.88 1.13 0.71  0.073
H: 3.92 -1.03 1.33  0.081
H: 5.36 -3.09 1.37  0.112
O: 0.81 4.90 0.67  0.076
N: 0.90 4.60 -0.51  -0.318
O: 1.30 3.53 -0.92  0.071
C: 0.35 5.51 -1.50  -0.152
C: 0.36 5.16 -2.83  -0.017
C: -0.06 6.08 -3.78  -0.061
C: -0.64 7.28 -3.37  -0.068
C: -0.74 7.58 -2.01  -0.061
C: -0.25 6.69 -1.08  -0.001
H: 0.77 4.24 -3.22  0.119
H: -0.04 5.88 -4.84  0.112
H: -0.94 8.03 -4.10  0.107
H: -1.29 8.47 -1.74  0.109
H: -0.35 6.94 -0.03  0.123
O: 4.21 0.02 6.74  0.083
N: 3.02 0.16 6.95  -0.356
O: 2.55 0.70 7.94  0.067
C: 2.09 -0.35 5.94  -0.152
C: 0.73 -0.34 6.21  -0.013
C: -0.15 -0.76 5.24  -0.082
C: 0.31 -1.02 3.95  -0.055
C: 1.67 -0.96 3.67  -0.065
C: 2.57 -0.63 4.67  0.001
H: 0.38 0.00 7.18  0.120
H: -1.18 -0.89 5.54  0.111
H: -0.41 -1.24 3.17  0.110
H: 2.04 -1.09 2.66  0.076
H: 3.61 -0.44 4.45  0.123

DFT total energy: -142627.065 eV
HOMO energy: -9.52 eV
SMILES string: O=[N+]([O-])c1ccccc1.O=[N+]([O-])c1ccccc1.O=[N+]([O-])c1ccccc1.O=[N+]([O-])c1ccccc1.O=[N+]([O-])c1ccccc1.O=[N+]([O-])c1ccccc1.O=[N+]([O-])c1ccccc1.O=[N+]([O-])c1ccccc1.O=[N+]([O-])c1ccccc1.O=[N+]([O-])c1ccccc1.O=[N+]([O-])c1ccccc1.O=[N+]([O-])c1ccccc1
HOMO-LUMO gap: 0.317 Eh
LUMO: -0.90 eV

---

[2]
Computed, not measured: a cluster of 11 separate species, C72H84F10N17O20S10 in total at a distorted geometry, with ωB97M-V/def2-TZVPD.

Each line ends with the Löwdin charge.
Atoms and positions in Å:
C: -5.40 5.15 6.60  0.036
N: -6.87 5.29 6.39  -0.075
C: -7.71 4.32 6.79  0.032
C: -9.06 4.62 6.66  0.017
C: -9.57 5.83 6.21  -0.101
C: -8.60 6.84 5.78  0.151
C: -7.22 6.48 5.98  0.032
C: -11.03 5.92 6.11  -0.094
C: -11.86 4.82 5.81  0.058
C: -13.27 4.92 5.90  0.000
N: -13.87 6.05 6.11  -0.092
C: -13.18 7.19 6.42  0.048
C: -11.79 7.12 6.41  0.081
C: -15.28 6.26 5.70  0.057
H: -4.87 4.64 5.80  0.122
H: -5.26 4.46 7.43  0.103
H: -4.82 6.04 6.82  0.119
H: -7.31 3.36 7.06  0.154
H: -9.69 3.82 7.01  0.125
H: -8.82 7.85 5.48  0.139
H: -6.44 7.15 5.68  0.162
H: -11.48 3.85 5.52  0.122
H: -13.98 4.12 5.72  0.151
H: -13.72 8.09 6.67  0.158
H: -11.33 8.05 6.72  0.136
H: -15.22 6.46 4.63  0.128
H: -15.73 7.12 6.19  0.118
H: -15.87 5.36 5.88  0.112
C: 4.23 1.05 4.85  0.053
N: 4.58 2.50 4.88  -0.067
C: 5.41 3.08 3.93  0.057
C: 5.63 4.47 3.82  0.078
C: 5.03 5.28 4.85  -0.133
C: 4.31 4.66 5.91  0.084
C: 4.24 3.21 5.94  0.030
C: 5.17 6.76 4.87  -0.147
C: 6.33 7.48 5.09  0.052
C: 6.35 8.85 4.81  0.032
N: 5.22 9.55 4.51  -0.048
C: 4.05 8.89 4.32  0.042
C: 4.01 7.48 4.44  0.069
C: 5.30 11.07 4.31  0.065
H: 3.25 0.70 4.54  0.126
H: 4.47 0.76 5.87  0.106
H: 4.96 0.46 4.30  0.115
H: 5.79 2.42 3.16  0.151
H: 6.30 4.96 3.13  0.133
H: 3.95 5.14 6.80  0.132
H: 3.85 2.70 6.81  0.152
H: 7.23 6.92 5.30  0.141
H: 7.29 9.33 5.04  0.154
H: 3.12 9.41 4.14  0.153
H: 3.11 6.96 4.17  0.139
H: 6.00 11.48 5.05  0.110
H: 4.34 11.58 4.34  0.109
H: 5.66 11.33 3.32  0.111
C: 6.66 5.58 -2.97  0.043
N: 7.89 5.20 -3.65  -0.085
C: 8.43 6.12 -4.50  0.053
C: 9.55 5.79 -5.24  0.084
C: 10.20 4.53 -5.09  -0.133
C: 9.60 3.72 -4.16  0.038
C: 8.46 4.01 -3.45  0.035
C: 11.38 4.22 -5.86  -0.139
C: 12.48 3.86 -5.08  0.050
C: 13.59 3.30 -5.69  0.076
N: 13.83 3.61 -7.05  -0.079
C: 12.81 4.10 -7.79  0.040
C: 11.51 4.29 -7.26  0.085
C: 15.17 3.40 -7.64  0.039
H: 5.86 5.15 -3.57  0.138
H: 6.56 6.66 -2.83  0.115
H: 6.71 5.13 -1.98  0.107
H: 7.76 6.95 -4.70  0.159
H: 9.93 6.49 -5.97  0.141
H: 10.07 2.78 -3.92  0.142
H: 7.96 3.39 -2.73  0.164
H: 12.35 3.75 -4.01  0.140
H: 14.50 2.94 -5.22  0.144
H: 12.98 4.25 -8.84  0.155
H: 10.67 4.39 -7.93  0.148
H: 15.83 4.27 -7.68  0.125
H: 14.95 3.04 -8.65  0.111
H: 15.62 2.65 -7.00  0.105
C: -16.58 -4.32 6.97  0.042
N: -15.34 -3.87 6.37  -0.082
C: -15.22 -3.86 5.05  0.024
C: -14.11 -3.29 4.40  0.087
C: -12.92 -2.99 5.12  -0.134
C: -13.01 -2.98 6.56  0.071
C: -14.21 -3.45 7.15  0.076
C: -11.70 -2.66 4.43  -0.158
C: -11.56 -1.55 3.55  0.092
C: -10.26 -1.16 3.19  0.023
N: -9.21 -1.96 3.31  -0.077
C: -9.31 -3.10 4.10  0.055
C: -10.55 -3.39 4.62  0.022
C: -7.88 -1.51 2.85  0.064
H: -16.69 -3.80 7.92  0.118
H: -16.50 -5.40 7.03  0.130
H: -17.45 -4.01 6.38  0.122
H: -16.13 -4.11 4.52  0.161
H: -14.01 -3.23 3.33  0.141
H: -12.29 -2.67 7.31  0.132
H: -14.39 -3.39 8.21  0.144
H: -12.39 -0.88 3.37  0.139
H: -10.02 -0.30 2.57  0.161
H: -8.49 -3.81 4.12  0.150
H: -10.72 -4.31 5.15  0.140
H: -7.93 -1.36 1.78  0.133
H: -7.14 -2.21 3.23  0.111
H: -7.76 -0.53 3.32  0.115
C: -1.62 -8.37 0.09  0.066
N: -2.91 -8.66 0.74  -0.065
C: -3.20 -8.09 1.91  0.039
C: -4.31 -8.51 2.69  0.079
C: -5.20 -9.51 2.19  -0.137
C: -4.98 -9.86 0.86  0.057
C: -3.85 -9.48 0.20  0.048
C: -6.33 -9.98 2.90  -0.106
C: -6.78 -9.29 4.06  0.045
C: -7.87 -9.73 4.79  0.015
N: -8.45 -10.91 4.43  -0.054
C: -8.16 -11.59 3.26  0.053
C: -7.08 -11.14 2.50  0.082
C: -9.61 -11.54 5.24  0.064
H: -1.76 -7.68 -0.75  0.134
H: -1.29 -9.37 -0.22  0.118
H: -0.84 -8.03 0.77  0.118
H: -2.46 -7.44 2.35  0.154
H: -4.34 -8.21 3.73  0.119
H: -5.55 -10.61 0.33  0.135
H: -3.62 -9.74 -0.82  0.168
H: -6.29 -8.38 4.35  0.116
H: -8.24 -9.19 5.65  0.146
H: -8.75 -12.42 2.90  0.159
H: -6.76 -11.69 1.63  0.129
H: -9.74 -11.04 6.20  0.097
H: -9.44 -12.60 5.39  0.115
H: -10.52 -11.24 4.71  0.108
C: 16.31 -4.00 -9.57  0.043
N: 14.86 -4.07 -9.38  -0.081
C: 14.03 -4.75 -10.24  0.060
C: 12.70 -4.84 -9.91  0.080
C: 12.17 -4.00 -8.89  -0.145
C: 13.05 -3.27 -8.10  0.060
C: 14.40 -3.39 -8.32  0.011
C: 10.79 -4.06 -8.54  -0.175
C: 10.17 -5.24 -8.18  0.055
C: 8.87 -5.27 -7.81  0.047
N: 8.17 -4.11 -7.74  -0.044
C: 8.75 -2.90 -8.11  0.057
C: 10.05 -2.88 -8.63  0.060
C: 6.69 -4.12 -7.41  0.072
H: 16.53 -5.02 -9.88  0.113
H: 16.84 -3.86 -8.62  0.116
H: 16.53 -3.34 -10.41  0.124
H: 14.46 -5.32 -11.06  0.161
H: 11.93 -5.31 -10.50  0.146
H: 12.60 -2.79 -7.24  0.143
H: 15.16 -2.90 -7.73  0.150
H: 10.77 -6.13 -8.01  0.153
H: 8.30 -6.16 -7.58  0.165
H: 8.10 -2.04 -8.13  0.147
H: 10.39 -1.95 -9.05  0.138
H: 6.60 -4.29 -6.34  0.122
H: 6.19 -4.90 -7.99  0.115
H: 6.28 -3.14 -7.67  0.105
N: 9.47 -5.63 -0.24  -0.279
S: 8.62 -6.07 -1.27  0.382
O: 9.28 -6.87 -2.32  -0.344
O: 7.61 -5.12 -1.75  -0.345
F: 7.72 -7.22 -0.49  -0.226
S: 10.08 -4.14 -0.92  0.714
O: 9.76 -2.93 -0.11  -0.331
O: 10.20 -4.00 -2.40  -0.341
F: 11.59 -4.56 -0.42  -0.232
N: 2.46 0.60 -0.30  -0.286
S: 2.29 -0.73 -0.87  0.359
O: 1.64 -0.96 -2.19  -0.281
O: 2.44 -1.82 0.04  -0.289
F: 3.78 -0.58 -1.38  -0.239
S: 0.83 0.92 -0.08  0.561
O: 0.17 0.04 0.86  -0.310
O: 0.03 1.52 -1.13  -0.257
F: 1.10 2.18 0.91  -0.259
N: -5.76 -2.51 -3.56  -0.274
S: -6.59 -4.03 -3.52  0.585
O: -5.73 -5.12 -3.09  -0.359
O: -7.63 -4.37 -4.47  -0.290
F: -7.51 -3.73 -2.24  -0.255
S: -4.37 -3.12 -3.82  0.440
O: -4.21 -3.82 -5.09  -0.300
O: -3.63 -3.45 -2.60  -0.338
F: -3.75 -1.69 -4.22  -0.209
N: 3.59 2.36 -8.98  -0.292
S: 3.67 3.92 -9.68  0.523
O: 4.67 4.81 -9.16  -0.324
O: 2.47 4.44 -10.26  -0.268
F: 4.34 3.52 -11.07  -0.211
S: 2.60 2.72 -7.87  0.511
O: 1.37 1.85 -7.87  -0.318
O: 2.39 4.09 -7.41  -0.319
F: 3.66 2.05 -6.75  -0.300
N: -5.31 7.81 1.04  -0.269
S: -6.65 7.10 0.34  0.563
O: -7.05 5.77 0.79  -0.340
O: -6.95 7.40 -1.11  -0.294
F: -7.89 7.91 0.95  -0.237
S: -4.42 6.81 0.36  0.441
O: -4.13 6.99 -1.12  -0.294
O: -4.40 5.49 0.98  -0.326
F: -3.05 7.44 0.96  -0.245

DFT total energy: -277740.202 eV
HOMO energy: -13.71 eV
HOMO-LUMO gap: 0.041 Eh
total charge: +7
LUMO: -12.59 eV